100
Properties=species:S:1:pos:R:3:lowdin_charge:R:1 method="wB97M-V/def2-TZVPD" e_homo_ha="-0.45354 / -0.45353" mol_weight_g_mol=1017.76 e_tot_ev=-201464.067 gap_ev="5.19 / 5.07" spin_multiplicity=2 charge=+2
V -0.07 -0.78 0.12 0.868
O -3.75 -2.88 0.45 0.225
C -2.60 -2.28 0.57 -0.424
O -1.71 -2.28 -0.28 -0.018
C -2.31 -1.59 1.83 -0.141
C -3.03 -1.66 3.02 0.059
C -2.47 -1.11 4.16 0.031
C -1.20 -0.56 4.09 0.073
C -0.57 -0.50 2.87 -0.138
N -1.14 -0.95 1.74 0.040
C 0.84 -0.06 2.59 -0.570
O 1.62 0.23 3.44 0.170
O 1.04 -0.15 1.29 -0.289
H -3.84 -3.34 -0.40 0.173
H -3.98 -2.17 3.03 0.145
H -3.01 -1.14 5.10 0.137
H -0.68 -0.18 4.97 0.149
C 0.84 0.49 -5.99 -0.053
C -0.44 -0.25 -5.62 -0.175
N -0.96 0.19 -4.32 -0.082
C -1.94 1.28 -4.34 -0.217
C -3.36 0.76 -4.51 -0.053
C -0.61 -0.44 -3.21 -0.561
S -1.47 -0.06 -1.74 0.922
N 0.31 -1.40 -3.32 0.161
C 0.89 -2.02 -2.34 -0.295
O 0.72 -1.64 -1.09 -0.200
C 1.74 -3.16 -2.68 -0.132
C 2.20 -4.03 -1.69 -0.032
C 2.96 -5.14 -2.03 -0.044
C 3.27 -5.38 -3.36 -0.036
C 2.83 -4.51 -4.35 -0.045
C 2.06 -3.41 -4.02 -0.002
H 1.19 0.15 -6.96 0.088
H 1.62 0.29 -5.25 0.071
H 0.67 1.57 -6.04 0.074
H -0.26 -1.31 -5.58 0.113
H -1.22 -0.04 -6.36 0.128
H -1.67 1.93 -5.17 0.133
H -1.84 1.84 -3.41 0.068
H -3.45 0.18 -5.43 0.082
H -4.05 1.60 -4.57 0.089
H -3.64 0.12 -3.67 0.061
H 1.96 -3.83 -0.66 0.032
H 3.31 -5.80 -1.26 0.117
H 3.87 -6.24 -3.62 0.119
H 3.09 -4.70 -5.39 0.117
H 1.71 -2.74 -4.79 0.107
F 0.13 6.68 3.95 0.178
C -0.10 5.66 3.15 -0.126
C -1.37 5.43 2.64 -0.130
F -2.36 6.25 2.94 0.160
C -1.60 4.35 1.81 -0.203
F -2.84 4.26 1.31 0.106
C -0.60 3.44 1.46 -0.263
P -0.89 1.98 0.35 1.088
C -0.27 2.73 -1.19 -0.415
C 0.87 2.18 -1.78 -0.160
C 1.42 2.75 -2.91 -0.059
C 0.81 3.87 -3.48 -0.057
C -0.32 4.42 -2.90 -0.056
C -0.86 3.86 -1.75 -0.078
C -2.71 1.84 0.43 -0.402
C -3.60 1.92 -0.64 -0.118
C -4.95 1.66 -0.44 -0.048
C -5.42 1.33 0.82 -0.051
C -4.54 1.27 1.90 -0.065
C -3.19 1.52 1.70 -0.130
C 0.69 3.73 1.94 -0.552
Br 2.19 2.75 1.40 0.994
C 0.93 4.81 2.78 -0.257
F 2.15 5.04 3.22 0.106
H 1.34 1.30 -1.34 0.085
H 2.32 2.34 -3.35 0.117
H 1.23 4.31 -4.37 0.117
H -0.78 5.30 -3.33 0.118
H -1.74 4.30 -1.29 0.116
H -3.25 2.20 -1.62 0.083
H -5.64 1.73 -1.27 0.117
H -6.47 1.12 0.97 0.116
H -4.91 1.05 2.89 0.115
H -2.51 1.51 2.54 0.105
N 1.02 -3.71 2.21 0.082
C 2.21 -3.08 2.46 -0.819
S 2.97 -2.28 1.20 0.779
N 2.63 -3.16 3.74 0.074
C 3.62 -2.44 4.47 -0.235
C 4.76 -1.86 3.92 -0.043
C 5.60 -1.10 4.72 -0.060
C 5.35 -0.96 6.08 -0.073
C 4.25 -1.59 6.64 -0.074
C 3.39 -2.34 5.85 -0.037
H 0.81 -3.90 1.24 0.069
H 0.66 -4.38 2.87 0.107
H 2.03 -3.69 4.35 0.138
H 5.01 -2.03 2.89 0.059
H 6.47 -0.64 4.28 0.113
H 6.01 -0.37 6.70 0.110
H 4.05 -1.49 7.70 0.110
H 2.53 -2.82 6.29 0.110


95
Properties=species:S:1:pos:R:3:lowdin_charge:R:1 method="wB97M-V/def2-TZVPD" e_homo_ha="-0.15839 / -0.14143" mol_weight_g_mol=1357.82 e_tot_ev=-201894.436 gap_ev="5.93 / 5.37" spin_multiplicity=2 charge=-1
Ru -1.38 1.72 0.01 0.341
Cl 5.00 2.57 2.57 0.670
C 3.37 2.01 2.30 -0.597
C 2.58 1.73 3.37 -0.169
C 1.26 1.25 3.17 -0.626
I 0.07 1.05 4.86 1.001
C 0.75 1.03 1.92 -0.520
O -0.47 0.54 1.67 -0.433
C 1.59 1.37 0.80 -0.241
N 1.04 1.19 -0.43 0.083
C 1.74 1.52 -1.49 -0.110
C 3.03 2.07 -1.41 -0.026
C 3.61 2.24 -0.18 -0.024
C 2.89 1.88 0.98 -0.186
H 2.95 1.87 4.37 0.089
H 1.28 1.34 -2.45 0.091
H 3.55 2.35 -2.31 0.107
H 4.60 2.66 -0.08 0.092
Te -2.32 2.90 -1.99 1.041
C -0.87 2.40 -3.47 -0.598
C 0.12 3.33 -3.82 -0.171
C 1.10 3.00 -4.75 -0.114
C 1.11 1.75 -5.35 -0.112
C 0.12 0.83 -5.02 -0.105
C -0.87 1.15 -4.09 -0.150
H 0.13 4.30 -3.34 0.092
H 1.86 3.73 -5.00 0.097
H 1.87 1.50 -6.07 0.093
H 0.11 -0.14 -5.49 0.091
H -1.64 0.44 -3.83 0.075
Cl -4.69 3.49 0.46 0.172
Si -3.39 1.93 1.01 -0.734
Cl -3.38 2.07 3.11 0.165
Cl -4.68 0.25 0.79 0.221
Se -0.48 3.83 1.10 0.638
C -1.80 5.21 1.21 -0.676
C -2.52 5.40 2.39 -0.187
C -3.47 6.41 2.49 -0.109
C -3.70 7.25 1.41 -0.117
C -2.98 7.09 0.24 -0.106
C -2.03 6.08 0.15 -0.176
H -2.35 4.72 3.22 0.063
H -4.03 6.52 3.41 0.096
H -4.45 8.04 1.49 0.090
H -3.15 7.74 -0.60 0.094
H -1.46 5.95 -0.77 0.071
C 4.46 -2.17 4.46 -0.044
C 3.32 -2.08 3.48 -0.261
C 2.01 -2.22 3.91 -0.027
C 0.93 -2.07 3.04 -0.331
C -0.45 -2.27 3.62 -0.147
C 1.19 -1.75 1.70 -0.293
Te -0.69 -1.62 0.63 1.931
N -1.63 -0.27 -0.59 -0.344
C -2.54 -0.83 -1.44 -0.680
O -3.10 -0.19 -2.32 -0.050
C -2.95 -2.28 -1.33 -0.214
C -3.49 -2.82 -0.17 -0.121
C -3.89 -4.16 -0.13 -0.083
C -3.74 -4.96 -1.25 -0.096
C -3.23 -4.41 -2.42 -0.078
C -2.86 -3.08 -2.46 -0.032
C 0.11 -2.70 -1.03 -0.353
C 0.29 -2.04 -2.24 -0.134
C 0.83 -2.71 -3.33 -0.072
C 1.16 -4.05 -3.21 -0.078
C 0.96 -4.71 -2.00 -0.049
C 0.44 -4.04 -0.89 -0.293
C 0.24 -4.79 0.40 -0.054
C 2.50 -1.65 1.23 -0.257
C 2.91 -1.37 -0.19 -0.036
C 3.54 -1.82 2.14 -0.009
H 4.24 -2.87 5.26 0.076
H 4.65 -1.20 4.91 0.083
H 5.38 -2.49 3.96 0.075
H 1.81 -2.44 4.95 0.117
H -0.38 -2.38 4.70 0.068
H -0.92 -3.17 3.22 0.066
H -1.11 -1.43 3.43 0.025
H -3.64 -2.19 0.70 0.048
H -4.32 -4.56 0.78 0.102
H -4.04 -6.00 -1.21 0.095
H -3.13 -5.03 -3.31 0.099
H -2.48 -2.65 -3.38 0.120
H 0.02 -0.99 -2.33 0.087
H 0.98 -2.19 -4.26 0.094
H 1.57 -4.59 -4.05 0.099
H 1.21 -5.76 -1.92 0.107
H 0.27 -5.87 0.24 0.079
H -0.73 -4.55 0.85 0.058
H 1.01 -4.53 1.13 0.081
H 2.10 -1.04 -0.81 0.036
H 3.34 -2.27 -0.64 0.098
H 3.68 -0.59 -0.20 0.082
H 4.56 -1.72 1.78 0.125